Entry 1:
Density functional theory data (ωB97M-V with the def2-TZVPD basis set) for a molecular structure, C40H41AsFeN2OP2S2 in a non-equilibrium geometry.

```
90
Properties=species:S:1:pos:R:3
Fe 0.65 -0.57 -0.20
C -2.25 -0.65 1.53
C -1.37 -1.72 2.15
P 0.38 -1.13 2.09
C 1.13 -2.42 3.13
C 2.10 -2.10 4.08
C 2.66 -3.10 4.85
C 2.28 -4.42 4.67
C 1.33 -4.74 3.71
C 0.76 -3.75 2.94
C 0.34 0.25 3.29
C 1.12 1.36 2.99
C 1.21 2.42 3.88
C 0.51 2.38 5.08
C -0.30 1.29 5.37
C -0.38 0.23 4.49
P -1.81 -0.49 -0.27
C -2.53 -2.06 -0.87
C -3.84 -2.45 -0.57
C -4.30 -3.69 -0.96
C -3.48 -4.54 -1.68
C -2.20 -4.15 -2.02
C -1.73 -2.92 -1.61
C -3.15 0.67 -0.73
C -3.36 1.82 0.02
C -4.39 2.69 -0.30
C -5.20 2.43 -1.40
C -4.95 1.32 -2.19
C -3.93 0.45 -1.87
H -2.06 0.31 2.02
H -3.31 -0.89 1.62
H -1.43 -2.63 1.56
H -1.66 -1.95 3.18
H 2.41 -1.07 4.21
H 3.41 -2.85 5.58
H 2.72 -5.20 5.27
H 1.04 -5.77 3.56
H 0.05 -4.01 2.18
H 1.67 1.39 2.06
H 1.83 3.27 3.64
H 0.58 3.20 5.78
H -0.87 1.27 6.28
H -0.99 -0.62 4.75
H -4.50 -1.78 -0.03
H -5.31 -3.99 -0.71
H -3.85 -5.52 -1.98
H -1.57 -4.81 -2.60
H -0.72 -2.61 -1.84
H -2.72 2.05 0.86
H -4.57 3.56 0.31
H -6.02 3.10 -1.64
H -5.56 1.14 -3.06
H -3.75 -0.42 -2.49
S 1.40 -3.00 -0.36
C 2.82 -2.95 0.61
C 3.27 -4.19 1.08
N 3.59 -5.23 1.44
C 3.49 -1.77 0.92
S 3.07 -0.25 0.24
C 4.56 -1.76 1.83
N 5.42 -1.68 2.58
C 0.64 -1.29 -3.80
O 1.14 -0.75 -2.58
H 0.61 -2.38 -3.76
H 1.27 -0.97 -4.63
H -0.37 -0.89 -3.93
H 1.97 -1.19 -2.38
C 0.98 3.69 -0.12
As 0.89 1.94 -1.03
C -0.52 2.46 -2.30
C 2.53 2.12 -2.16
C 2.47 3.17 -3.21
C 1.94 2.87 -4.47
C 1.90 3.83 -5.47
C 2.36 5.11 -5.23
C 2.87 5.42 -3.98
C 2.93 4.46 -2.98
H 1.10 4.48 -0.87
H 1.83 3.72 0.56
H 0.07 3.86 0.44
H -0.19 3.27 -2.94
H -1.40 2.79 -1.74
H -0.82 1.62 -2.91
H 2.71 1.14 -2.61
H 3.35 2.32 -1.46
H 1.58 1.87 -4.66
H 1.51 3.57 -6.45
H 2.33 5.85 -6.01
H 3.24 6.42 -3.78
H 3.37 4.71 -2.02
```

Strongest force on any atom   2.03 eV Å⁻¹
E_HOMO (spin up / spin down)   -6.9 / -6.9 eV

Entry 2:
Density functional theory data (ωB97M-V with the def2-TZVPD basis set) for a molecular structure, C40H41AsN8O4ReS.

```
96
Properties=species:S:1:pos:R:3
Re 1.06 0.05 -0.04
C -4.55 -3.16 3.53
C -3.28 -2.35 3.40
C -3.33 -0.97 3.22
C -2.17 -0.22 3.14
C -0.94 -0.86 3.24
C -0.87 -2.24 3.43
C -2.03 -2.97 3.50
S 0.54 0.11 3.21
O 1.32 -0.21 4.37
O 0.14 1.46 2.93
N 1.40 -0.40 1.90
C 2.42 -1.43 2.14
C 3.12 -1.77 0.84
O 4.01 -2.55 0.74
O 2.62 -1.10 -0.24
H -5.39 -2.67 3.04
H -4.80 -3.28 4.59
H -4.43 -4.16 3.12
H -4.29 -0.48 3.17
H -2.20 0.85 3.03
H 0.09 -2.73 3.58
H -1.98 -4.04 3.67
H 1.99 -2.36 2.52
H 3.15 -1.12 2.88
C -2.30 2.88 0.43
C -3.40 2.07 0.18
C -3.21 0.71 -0.04
C -1.92 0.20 -0.01
N -0.85 1.00 0.16
C -1.04 2.31 0.40
C -1.63 -1.25 -0.10
C -2.60 -2.23 -0.09
C -2.22 -3.56 -0.15
C -0.88 -3.88 -0.24
C 0.05 -2.85 -0.23
N -0.32 -1.57 -0.15
H -2.40 3.93 0.64
H -4.40 2.49 0.16
H -4.05 0.07 -0.21
H -0.16 2.90 0.57
H -3.65 -1.97 -0.02
H -2.97 -4.34 -0.13
H -0.54 -4.90 -0.30
H 1.11 -3.05 -0.29
C -3.17 -3.45 -3.49
As -1.90 -1.96 -3.64
C -1.29 -2.37 -5.46
C -3.18 -0.56 -4.11
H -3.74 -3.55 -4.42
H -3.87 -3.27 -2.68
H -2.64 -4.38 -3.30
H -2.15 -2.62 -6.10
H -0.61 -3.23 -5.45
H -0.78 -1.51 -5.89
H -3.83 -0.88 -4.92
H -2.64 0.34 -4.42
H -3.79 -0.31 -3.24
C 3.86 3.21 -1.17
C 3.09 2.07 -1.12
N 2.31 1.79 -0.05
C 2.35 2.62 1.01
C 3.13 3.77 1.04
C 3.87 4.08 -0.09
C 3.15 4.61 2.26
C 3.43 4.17 3.48
C 3.87 2.80 3.83
C 3.64 2.27 5.09
C 4.05 0.97 5.31
N 4.68 0.25 4.38
C 4.89 0.86 3.22
N 4.51 2.09 2.88
H 4.46 3.40 -2.05
H 3.08 1.36 -1.93
H 1.74 2.35 1.86
H 4.47 4.98 -0.12
H 2.92 5.66 2.12
H 3.36 4.86 4.31
H 3.15 2.84 5.86
H 3.87 0.48 6.26
H 5.43 0.30 2.47
N 1.48 -0.63 -4.22
C 1.61 -0.83 -2.91
N 1.00 0.11 -2.20
C 0.42 0.98 -3.13
C -0.32 2.15 -2.98
C -0.73 2.80 -4.12
C -0.42 2.31 -5.40
C 0.32 1.16 -5.57
C 0.73 0.52 -4.41
H 1.87 -1.23 -4.93
H 2.17 -1.64 -2.48
H -0.56 2.56 -2.01
H -1.30 3.72 -4.03
H -0.76 2.86 -6.27
H 0.57 0.79 -6.55
```

<S²>   3.7677
Spin multiplicity   4
Energy above the lowest of the compared OMol25 structures with the same formula, charge and spin   0.0 kcal/mol
Strongest force on any atom   0.20 eV Å⁻¹
Charge   +2
E_HOMO (spin up / spin down)   -13.4 / -13.5 eV

Entry 3:
Density functional theory data (ωB97M-V with the def2-TZVPD basis set) for a molecular structure, C40H41F15GeIN2O2S2SiTi in a non-equilibrium geometry.

```
106
Properties=species:S:1:pos:R:3
Ti 0.19 -1.27 0.14
C 4.13 -0.83 1.59
S 2.72 0.25 1.32
O 1.59 -0.83 1.26
C 2.57 0.94 2.94
C 3.54 1.86 3.32
C 3.47 2.40 4.60
C 2.44 2.04 5.45
C 1.47 1.13 5.05
C 1.53 0.57 3.78
H 3.97 -1.40 2.50
H 5.01 -0.20 1.67
H 4.20 -1.48 0.72
H 4.33 2.16 2.64
H 4.21 3.13 4.91
H 2.39 2.47 6.44
H 0.67 0.86 5.71
H 0.78 -0.12 3.44
I 1.50 -3.06 -1.33
C -1.92 -2.17 2.90
Si -0.87 -3.17 1.69
C -2.10 -4.33 0.72
C -1.43 -5.50 0.01
C -3.15 -4.87 1.71
C -2.87 -3.54 -0.34
C 0.44 -4.10 2.80
C 1.32 -3.05 3.51
C -0.24 -4.90 3.92
C 1.38 -5.05 2.05
H -2.85 -1.83 2.46
H -1.41 -1.30 3.30
H -2.19 -2.81 3.74
H -0.95 -6.19 0.70
H -0.69 -5.18 -0.72
H -2.20 -6.07 -0.53
H -2.72 -5.46 2.51
H -3.83 -5.53 1.16
H -3.75 -4.08 2.16
H -2.21 -3.23 -1.16
H -3.38 -2.67 0.06
H -3.64 -4.19 -0.78
H 0.72 -2.34 4.09
H 1.94 -2.50 2.81
H 1.98 -3.56 4.21
H -0.81 -4.28 4.60
H 0.54 -5.39 4.51
H -0.88 -5.69 3.54
H 1.79 -4.62 1.14
H 0.89 -5.98 1.79
H 2.22 -5.31 2.70
F 1.86 -0.03 -1.89
C 2.84 0.91 -2.11
C 2.58 2.23 -1.82
C 3.60 3.12 -2.13
F 3.47 4.44 -1.93
C 4.81 2.71 -2.69
F 5.76 3.60 -2.97
C 5.02 1.37 -2.94
F 6.18 0.96 -3.45
C 4.03 0.45 -2.64
F 4.22 -0.85 -2.88
Ge 0.76 2.73 -1.22
S -0.03 1.45 0.33
C 0.91 4.55 -0.50
C 1.78 4.74 0.55
F 2.51 3.69 1.00
C 2.02 5.96 1.14
F 2.89 6.08 2.15
C 1.35 7.07 0.66
F 1.56 8.27 1.21
C 0.48 6.94 -0.40
F -0.16 8.01 -0.87
C 0.27 5.69 -0.96
F -0.59 5.64 -1.99
C -0.27 2.85 -2.90
C -1.59 3.26 -2.81
F -2.16 3.45 -1.61
C -2.36 3.55 -3.92
F -3.61 3.99 -3.80
C -1.81 3.40 -5.19
F -2.54 3.66 -6.27
C -0.50 2.97 -5.31
F 0.03 2.82 -6.52
C 0.24 2.71 -4.17
F 1.51 2.31 -4.37
C -1.09 -1.28 -3.50
N -2.25 -0.65 -2.87
C -3.39 -0.32 -3.73
C -4.29 0.68 -3.06
C -4.62 0.20 -1.67
N -3.37 -0.02 -0.93
C -3.38 0.25 0.50
C -2.31 -0.53 -1.55
O -1.30 -0.96 -0.86
H -1.07 -0.96 -4.54
H -1.16 -2.37 -3.47
H -0.17 -0.96 -3.02
H -3.93 -1.24 -3.96
H -2.99 0.07 -4.67
H -5.20 0.82 -3.64
H -3.78 1.65 -2.98
H -5.19 -0.73 -1.69
H -5.20 0.93 -1.12
H -2.39 0.53 0.85
H -3.76 -0.60 1.06
H -4.05 1.09 0.67
```

Strongest force on any atom   1.50 eV Å⁻¹
Charge   +1
E_HOMO   -11.0 eV

Q: Which value of strongest force on any atom does entry 1 give?
A: 2.03 eV Å⁻¹